1.
DFT (ωB97M-V with the def2-TZVPD basis set) results for the molecule C4H6P2 in a non-equilibrium geometry.

Summary:
Max |F| = 3.6 eV/A
Calculated total energy = -22820.65765 eV
Highest occupied orbital energy = -8.418 eV
Energy above the lowest of the compared OMol25 structures with the same formula, charge and spin = 7.81 kcal/mol
Total charge = 0
SMILES = CC1=P#[PH]C=C1

Last column: Löwdin charge in e.
Atoms and positions in Å:
C -1.50933 -0.53201 -0.13539  -0.146
C -0.23474 0.11475 -0.55816  -0.733
P 0.04889 0.74451 -2.07521  0.663
P 2.01872 1.40049 -1.72967  0.562
C 2.03846 0.73395 0.09568  -0.306
C 0.88207 0.03095 0.30468  -0.289
H -2.28909 0.23463 -0.19953  0.074
H -1.33171 -1.05508 0.81374  0.069
H -1.89152 -1.26164 -0.88251  0.079
H 2.18023 0.09383 -2.22166  -0.118
H 2.80265 0.98483 0.77576  0.022
H 0.59572 -0.56097 1.25694  0.123

Force components x, y, z for each atom (eV/Å):
-0.566 -0.425 -1.100
0.334 -0.831 -0.756
-1.594 0.326 -1.099
1.155 0.177 2.303
-2.193 -0.347 -2.884
0.490 0.249 3.050
-0.059 -0.193 1.005
-0.752 0.431 -0.115
0.547 0.121 0.418
0.635 -0.394 -0.295
0.828 -0.250 0.641
1.175 1.137 -1.168

2.
DFT (ωB97M-V with the def2-TZVPD basis set) results for a cluster of 2 separate species, C4H13N2O in total in a non-equilibrium geometry.

Summary:
Max |F| = 3.0 eV/A
Calculated total energy = -9365.82388 eV
Highest occupied orbital energy (spin up / spin down) = -20.099 / -18.354 eV
Energy above the lowest of the compared OMol25 structures with the same formula, charge and spin = 73.28 kcal/mol
Total charge = +2
2S+1 = 2

Last column: Löwdin spin population.
Atoms and positions in Å:
C 1.25507 0.17250 -1.19130  0.045
C -0.24286 0.53310 -1.28735  0.034
C -1.14381 0.30493 -0.16422  0.168
C -2.27802 -0.47848 -0.17440  0.287
N -0.85074 1.01769 1.11292  0.022
N 1.34789 -1.17969 -0.57474  0.338
H 1.91936 0.85061 -0.64642  0.008
H 1.61464 0.15101 -2.22688  0.016
H -0.35995 1.57875 -1.65607  0.022
H -0.57476 -0.09917 -2.11598  -0.001
H -2.56149 -0.72923 -1.19581  0.011
H -2.89509 -0.87022 0.62387  0.011
H -0.00121 0.54425 1.67261  0.004
H -0.55083 1.97300 0.88292  0.001
H -1.55279 1.07138 1.86327  0.000
H 2.26283 -1.53862 -0.84664  0.007
H 0.65512 -1.81092 -0.96748  0.006
H 1.55854 -0.65238 1.54616  0.002
H 1.20311 -0.70449 3.06535  0.001
O 1.19499 -0.13401 2.28019  0.016

Force components x, y, z for each atom (eV/Å):
-0.684 -0.113 0.880
0.439 0.263 -1.321
-0.846 -0.087 2.901
0.701 0.086 -1.652
1.089 -0.024 -0.179
0.190 0.882 -1.778
-0.410 0.175 0.073
0.379 -0.104 0.071
0.155 -0.275 0.175
-0.428 0.181 0.090
-0.264 -0.465 0.238
0.120 0.420 0.337
0.139 -0.088 -0.296
-0.049 0.003 0.289
-0.517 -0.084 -0.723
0.144 -0.512 0.599
-0.100 -0.270 0.315
0.172 -0.173 0.270
0.008 0.137 -0.019
-0.237 0.048 -0.271

3.
DFT (ωB97M-V with the def2-TZVPD basis set) results for a cluster of 2 separate species, C4H7NO in total in a non-equilibrium geometry.

Summary:
Max |F| = 1.0 eV/A
Calculated total energy = -7797.53591 eV
Highest occupied orbital energy = -9.172 eV
Energy above the lowest of the compared OMol25 structures with the same formula, charge and spin = 48.62 kcal/mol
Total charge = 0
SMILES = [H]/N=C/C.C=C=O

Last column: Löwdin charge in e.
Atoms and positions in Å:
H 0.71211 -1.90207 0.83993  0.057
N 0.16466 -1.50390 0.07481  0.073
C -0.83367 -0.86115 0.52948  -0.323
C -1.79708 -0.17024 -0.38573  -0.090
H -1.04011 -0.76673 1.60474  0.112
H -2.75326 -0.70708 -0.39657  0.076
H -1.39353 -0.14571 -1.40119  0.077
H -1.99538 0.85015 -0.04004  0.073
C 2.11584 0.83491 -0.55588  -0.001
C 1.34360 1.35258 0.36818  -0.295
O 0.63995 1.80199 1.18859  0.139
H 1.76044 -0.06259 -1.05126  0.044
H 3.07642 1.27982 -0.77503  0.058

Force components x, y, z for each atom (eV/Å):
-0.051 0.000 -0.079
-0.298 0.125 0.301
0.080 -0.111 -0.134
0.022 0.011 -0.065
0.051 -0.079 -0.126
0.112 0.087 0.032
-0.081 -0.019 0.130
0.035 -0.144 -0.034
-0.057 0.054 0.093
-0.384 0.296 0.478
0.633 -0.362 -0.717
0.070 0.132 0.090
-0.131 0.011 0.032

4.
DFT (ωB97M-V with the def2-TZVPD basis set) results for a structure of composition C30H50LuP2 in a non-equilibrium geometry.

Summary:
Max |F| = 5.7 eV/A
Calculated total energy = -84108.55465 eV
Highest occupied orbital energy = -10.010 eV
Total charge = +1

Last column: Löwdin charge in e.
Atoms and positions in Å:
Lu 0.38896 -0.11979 -0.02837  1.262
C 1.71480 -1.78880 -0.77717  -0.341
C 0.94111 -1.27267 -1.93759  -0.332
C 2.27745 0.51773 -1.08202  -0.334
C 2.57369 -0.69714 -0.30934  -0.324
C 1.28470 0.17962 -2.12537  -0.304
C 1.87872 -3.25254 -0.45804  -0.045
H 0.96277 -3.85557 -0.61787  0.081
H 2.19566 -3.45206 0.58143  0.065
H 2.65969 -3.70928 -1.10458  0.108
C 3.73683 -0.84541 0.60151  -0.035
H 3.80890 -1.83637 1.08237  0.077
H 3.76149 -0.09335 1.40898  0.077
H 4.68439 -0.71755 0.04357  0.107
C 3.05068 1.79008 -1.03543  -0.041
H 3.86855 1.80166 -1.78430  0.110
H 3.53485 1.95276 -0.06344  0.056
H 2.44828 2.70187 -1.23236  0.077
C 1.25183 0.96490 -3.39981  -0.051
H 2.10438 0.65344 -4.03828  0.108
H 1.39963 2.05028 -3.24735  0.071
H 0.36241 0.87534 -4.05521  0.083
C 0.63110 -2.20540 -3.02306  -0.053
H 1.58037 -2.61163 -3.43082  0.110
H 0.12861 -1.76307 -3.89456  0.078
H 0.06335 -3.10299 -2.70943  0.081
C -3.18008 -1.26014 -0.47586  -0.135
C -2.55416 -2.28000 -1.11108  -0.127
C -3.20897 -3.08840 -2.18425  -0.173
C -3.31149 -2.29647 -3.50985  -0.166
C -2.77425 -0.89064 -3.42368  -0.121
C -3.45814 0.08865 -2.80726  -0.127
C -4.76030 -0.14579 -2.10519  -0.176
C -4.59948 -0.87720 -0.75307  -0.177
H -4.21251 -3.40684 -1.86235  0.116
H -4.37657 -2.25103 -3.78884  0.111
H -2.64965 -4.03379 -2.33393  0.115
H -5.24880 -1.76409 -0.73191  0.116
H -2.72154 -0.58168 0.25002  0.072
H -1.51618 -2.58969 -0.94681  0.083
H -4.97014 -0.23572 0.06935  0.113
H -5.31379 0.80184 -1.99637  0.113
H -3.21245 1.14178 -2.99814  0.104
H -5.42099 -0.74831 -2.74713  0.112
H -2.87187 -2.85348 -4.35323  0.115
H -1.95167 -0.61536 -4.10281  0.098
P 0.10901 -1.31536 2.21986  0.725
C 1.69211 -1.67465 3.04435  -0.258
H 1.44763 -2.05774 4.04293  0.066
H 2.35370 -0.81241 3.18866  0.025
H 2.27042 -2.45096 2.52960  0.038
C -0.79767 -0.49741 3.54870  -0.267
H -0.65808 -1.09578 4.46195  0.067
H -1.87576 -0.43528 3.34833  0.049
H -0.44427 0.52108 3.75739  0.031
C -0.55982 -2.99077 2.31954  -0.268
H -1.64227 -3.02797 2.13977  0.049
H -0.38816 -3.35431 3.34604  0.059
H -0.07330 -3.70258 1.63260  0.040
P -0.75471 2.16243 -0.01412  0.755
C -0.57510 3.13586 -1.54660  -0.264
H -1.36712 3.89718 -1.52044  0.062
H -0.63506 2.60560 -2.49927  0.021
H 0.39348 3.67270 -1.57781  0.056
C -2.31495 2.48940 0.83046  -0.268
H -3.18449 2.34389 0.18155  0.042
H -2.34577 3.54974 1.13158  0.059
H -2.45666 1.89604 1.75279  0.053
C 0.07763 3.49886 0.88105  -0.304
H -0.40424 4.44724 0.61436  0.066
H 1.13513 3.60415 0.61963  0.020
H 0.00111 3.38890 1.96414  0.062
C 3.27204 3.14093 4.29403  -0.112
C 3.37719 3.47416 2.96357  -0.092
C 2.71340 2.71624 1.97480  -0.219
C 1.90795 1.60211 2.21532  -0.144
C 1.83441 1.33842 3.56458  -0.230
C 2.48796 2.05719 4.59270  -0.093
H 3.78085 3.70841 5.06572  0.105
H 3.97915 4.34299 2.69714  0.104
H 2.93758 3.26417 1.04448  0.067
H 1.33747 0.52066 4.10322  0.043
H 2.38904 1.75918 5.63633  0.104

Force components x, y, z for each atom (eV/Å):
-3.943 1.632 3.760
1.635 1.240 -1.919
2.825 1.623 0.543
0.590 -2.142 -1.636
0.266 -0.375 -2.206
2.280 -2.375 0.464
0.051 -0.620 0.133
0.343 0.476 0.001
-0.119 0.280 -0.441
-0.404 0.350 0.252
0.868 0.088 0.887
-0.222 0.396 -0.332
-0.155 -0.216 -0.327
-0.476 -0.041 0.032
0.583 0.753 0.057
-0.457 -0.200 0.144
-0.234 -0.371 -0.465
0.169 -0.602 0.083
-0.209 0.573 -0.977
-0.319 0.001 0.384
-0.063 -0.569 0.143
0.222 -0.205 0.648
-0.627 -1.234 -1.313
-0.303 0.233 0.250
-0.074 0.009 0.441
0.064 0.508 -0.108
0.588 -1.117 -0.123
-0.289 0.552 1.095
-0.090 -0.890 0.197
-0.218 -0.120 -0.545
-0.619 0.919 -1.043
-0.030 0.228 -1.311
-0.534 0.232 -0.318
-0.576 0.080 0.666
0.236 0.184 -0.081
0.234 0.174 0.152
-0.208 0.557 0.040
0.227 0.156 -0.055
0.498 -0.446 0.020
-0.099 0.541 0.396
0.230 -0.263 -0.385
0.376 -0.290 0.179
0.363 -0.437 0.263
0.271 0.025 0.063
0.214 0.255 0.471
-0.209 -0.141 0.591
0.468 -1.172 1.701
0.908 -0.136 0.357
-0.007 -0.029 -0.126
-0.367 -0.370 -0.355
-0.359 0.097 -0.014
-0.773 0.480 0.605
-0.097 0.154 -0.201
0.200 -0.184 -0.097
-0.154 -0.417 -0.302
-0.567 -0.940 0.237
0.228 0.094 -0.087
-0.084 0.045 -0.314
-0.111 0.426 0.176
0.376 2.963 0.293
-0.770 0.457 -1.270
0.209 -0.025 -0.197
-0.339 -0.152 0.242
-0.499 -0.420 0.396
-1.654 0.350 -0.112
0.002 -0.267 0.119
0.084 -0.411 -0.137
0.293 0.061 -0.523
0.893 0.706 0.820
-0.182 -0.220 -0.129
-0.497 -0.198 0.084
0.129 -0.129 -0.130
0.175 0.185 0.302
-0.143 -0.264 -0.295
1.448 2.095 0.323
-0.642 -0.704 -1.178
0.409 -0.164 2.888
-0.121 -0.077 -0.171
-0.032 -0.034 -0.051
-0.153 -0.219 -0.223
-0.639 -1.038 -0.053
-0.129 0.167 -1.103
-0.161 -0.121 -0.248

- The highest total charge belongs to which entry?
  C4H13N2O